Entry from the Open Molecules 2025 dataset: one molecule with the formula C3H4O (ωB97M-V with the def2-TZVPD basis set).

Its total energy is -191.8429 Eh. As for the spin multiplicity: 1. The structure (SMILES) is C=C1CO1. As for the HOMO energy: -0.342 Eh.

Last column: Mulliken charge in e.
CARTESIAN COORDINATES (ANGSTROEM)
C: 1.13065 0.74715 -0.07995  -0.783
C: -0.17481 0.46613 0.18367  0.407
C: -1.25759 -0.46730 -0.04380  -0.166
O: -1.41677 1.00274 -0.03330  -0.372
H: 1.49105 1.68883 -0.04714  0.306
H: 1.82132 -0.16415 -0.13728  0.196
H: -1.42413 -1.05295 -0.92783  0.237
H: -1.66542 -1.06616 0.81955  0.176

Cartesian forces, eV/Å:
C -2.2 -4.7 1.1
C 1.3 -0.3 -2.6
C 0.1 -0.8 2.2
O 0.3 -0.6 0.7
H 1.2 2.9 -0.1
H -1.0 1.7 0.3
H 0.2 0.6 -0.9
H 0.2 1.2 -0.6


Entry from the Open Molecules 2025 dataset: an isolated ion of composition CHNO4S3 and charge -2 (ωB97M-V with the def2-TZVPD basis set).

Its total energy is -1589.0309 Eh. The total charge is -2. As for the spin multiplicity: 1. The structure (SMILES) is O=C([O-])NSS(=O)(=O)[S-]. As for the HOMO energy: -0.045 Eh.

Last column: Mulliken charge in e.
CARTESIAN COORDINATES (ANGSTROEM)
O: -1.34425 -1.61302 -0.57379  -0.766
C: -0.21790 -1.47264 -1.05379  0.632
O: 0.31293 -1.92686 -2.03856  -0.713
N: 0.52472 -0.56626 -0.17467  -0.308
S: 1.88681 0.42767 -0.53820  -0.100
S: 0.97303 2.34040 -1.17355  0.800
O: 0.52874 2.18502 -2.52176  -0.566
O: -0.09420 2.60689 -0.21759  -0.624
S: 2.36897 3.73139 -0.95263  -0.615
H: -0.18534 -0.43871 0.52006  0.261

Cartesian forces, eV/Å:
O -1.9 -0.9 0.5
C 0.6 1.4 0.5
O 1.0 -1.0 -1.8
N 1.6 0.2 -0.9
S -1.9 -0.4 0.6
S -0.2 0.2 1.6
O -0.2 -0.2 -1.6
O 0.0 -0.4 0.1
S 0.6 -0.2 -0.1
H 0.4 1.3 1.0


Entry from the Open Molecules 2025 dataset: a 2-piece molecular cluster, C2H9O2 overall (ωB97M-V with the def2-TZVPD basis set).

Its total energy is -231.7681 Eh. The total charge is +1. As for the spin multiplicity: 1. As for the HOMO energy: -0.606 Eh.

Last column: Mulliken charge in e.
CARTESIAN COORDINATES (ANGSTROEM)
O: -1.76769 -2.06768 0.98876  -0.645
H: -0.84007 -0.98138 0.20924  0.466
H: -2.03201 -3.03165 0.90327  0.346
H: -1.99224 -1.97636 1.92904  0.331
C: 0.85283 0.26252 -0.41323  -0.178
O: -0.51996 -0.13798 -0.39409  -0.327
C: 1.03252 1.83526 -0.29752  -1.038
H: 1.36532 -0.29571 0.40208  0.308
H: 1.20970 -0.16045 -1.36585  0.316
H: -0.94480 -0.08535 -1.25081  0.403
H: 0.31547 2.51442 -0.82105  0.319
H: 1.25813 2.18927 0.67704  0.352
H: 2.06280 1.93509 -0.56689  0.346

Cartesian forces, eV/Å:
O -0.5 -1.7 0.5
H 0.1 1.1 -1.1
H 0.7 1.5 -0.7
H 0.2 0.8 -0.1
C 1.8 1.2 0.0
O -2.1 -1.8 2.2
C 0.1 -1.6 -0.4
H -0.5 0.6 -0.5
H 0.3 0.6 0.4
H -0.4 -0.1 -0.4
H 0.8 -0.9 0.2
H -1.2 0.0 1.6
H 0.6 0.4 -1.6


Please write out number 3 again, unchanged.
Entry from the Open Molecules 2025 dataset: a 2-piece molecular cluster, C2H9O2 overall (ωB97M-V with the def2-TZVPD basis set).

Its total energy is -231.7681 Eh. The total charge is +1. As for the spin multiplicity: 1. As for the HOMO energy: -0.606 Eh.

Last column: Mulliken charge in e.
CARTESIAN COORDINATES (ANGSTROEM)
O: -1.76769 -2.06768 0.98876  -0.645
H: -0.84007 -0.98138 0.20924  0.466
H: -2.03201 -3.03165 0.90327  0.346
H: -1.99224 -1.97636 1.92904  0.331
C: 0.85283 0.26252 -0.41323  -0.178
O: -0.51996 -0.13798 -0.39409  -0.327
C: 1.03252 1.83526 -0.29752  -1.038
H: 1.36532 -0.29571 0.40208  0.308
H: 1.20970 -0.16045 -1.36585  0.316
H: -0.94480 -0.08535 -1.25081  0.403
H: 0.31547 2.51442 -0.82105  0.319
H: 1.25813 2.18927 0.67704  0.352
H: 2.06280 1.93509 -0.56689  0.346

Cartesian forces, eV/Å:
O -0.5 -1.7 0.5
H 0.1 1.1 -1.1
H 0.7 1.5 -0.7
H 0.2 0.8 -0.1
C 1.8 1.2 0.0
O -2.1 -1.8 2.2
C 0.1 -1.6 -0.4
H -0.5 0.6 -0.5
H 0.3 0.6 0.4
H -0.4 -0.1 -0.4
H 0.8 -0.9 0.2
H -1.2 0.0 1.6
H 0.6 0.4 -1.6